No. 1
Here is one molecule with the formula C14H18N2O5 in a non-equilibrium geometry from OMol25. Energies are from ωB97M-V/def2-TZVPD.

```
39
Properties=species:S:1:pos:R:3:nbo_charge:R:1
N -2.283 3.351 0.113 -0.82
C -1.710 2.156 -0.413 -0.13
C -0.191 2.282 -0.993 -0.38
C 0.911 2.200 0.073 -0.53
C 2.291 2.415 -0.417 0.80
O 2.557 2.638 -1.602 -0.60
O 3.262 2.248 0.533 -0.70
C -1.683 1.198 0.783 0.64
O -1.702 1.731 1.927 -0.66
N -1.609 -0.186 0.803 -0.63
C -1.640 -1.073 -0.319 -0.14
C -0.892 -2.335 0.047 -0.43
C 0.562 -2.268 0.079 -0.04
C 1.205 -2.422 1.222 -0.21
C 2.614 -2.280 1.338 -0.20
C 3.414 -2.102 0.241 -0.21
C 2.739 -2.178 -1.018 -0.22
C 1.427 -2.470 -1.053 -0.19
C -3.160 -1.503 -0.577 0.78
O -3.399 -2.596 -1.034 -0.57
O -4.103 -0.599 -0.340 -0.65
H -1.988 3.396 1.131 0.40
H -3.326 3.145 0.383 0.35
H -2.321 1.695 -1.176 0.20
H 0.014 1.477 -1.681 0.21
H -0.181 3.170 -1.603 0.25
H 0.850 1.335 0.675 0.25
H 0.665 3.064 0.836 0.25
H 4.198 2.304 0.186 0.51
H -1.536 -0.506 1.745 0.42
H -1.320 -0.531 -1.167 0.23
H -1.258 -2.665 1.079 0.22
H -1.305 -3.046 -0.700 0.27
H 0.793 -2.599 2.203 0.21
H 3.072 -2.280 2.322 0.21
H 4.407 -1.781 0.329 0.21
H 3.401 -1.949 -1.885 0.22
H 0.971 -2.655 -2.053 0.21
H -3.746 0.217 -0.017 0.49
```

- charge = 0
- energy (Eh) = -1029.9725
- HOMO energy (eV) = -9.4683

---

No. 2
Here is a 2-piece molecular cluster, C2N4O overall in a non-equilibrium geometry from OMol25. Energies are from ωB97M-V/def2-TZVPD.

```
7
Properties=species:S:1:pos:R:3:nbo_charge:R:1
C -0.643 -0.194 -0.991 0.43
C 1.166 -0.968 0.399 0.41
N -1.359 0.516 -1.587 -0.36
N 2.225 -1.292 0.714 -0.33
N -0.489 1.181 1.140 0.44
N -0.026 -0.580 0.040 -0.55
O -1.184 1.743 0.401 -0.03
```

- charge = 0
- energy (Eh) = -370.3069
- HOMO energy (spin up / spin down) (eV) = -10.2748 / -10.2754

---

No. 3
Here is a 9-piece molecular cluster, C29H33Cl8N5 overall in a non-equilibrium geometry from OMol25. Energies are from ωB97M-V/def2-TZVPD.

```
75
Properties=species:S:1:pos:R:3:mulliken_charge:R:1
C -1.014 0.867 2.927 -0.12
C -0.055 -0.136 3.185 0.14
C 0.301 -0.479 4.490 -0.62
N -0.320 0.138 5.551 -0.54
C -1.142 1.203 5.353 -0.27
C -1.556 1.543 4.018 -0.60
H -1.106 1.247 1.920 0.37
H 0.467 -0.653 2.394 0.40
H 1.044 -1.248 4.645 0.40
H -1.613 1.655 6.213 0.40
H -2.261 2.360 3.971 0.42
C -6.160 2.069 -3.281 -0.19
C -4.978 2.345 -2.544 -0.96
C -3.866 1.545 -2.826 0.28
N -3.793 0.561 -3.749 -0.21
C -4.976 0.323 -4.440 -0.41
C -6.154 1.013 -4.187 -0.28
H -7.109 2.558 -3.119 0.38
H -4.912 3.151 -1.828 0.41
H -2.962 1.640 -2.243 0.26
H -5.003 -0.437 -5.206 0.35
H -7.122 0.842 -4.634 0.37
C 5.887 -1.544 -2.217 -0.09
C 5.579 -1.006 -0.961 -0.54
C 4.853 0.181 -0.937 -0.34
N 4.378 0.756 -2.093 -0.38
C 4.818 0.237 -3.280 -0.28
C 5.551 -0.908 -3.337 -0.37
H 6.378 -2.499 -2.331 0.38
H 5.973 -1.499 -0.084 0.40
H 4.422 0.597 -0.039 0.49
H 4.596 0.864 -4.131 0.37
H 5.888 -1.315 -4.279 0.36
C -2.577 -2.879 0.804 -0.43
C -2.705 -1.823 -0.104 -0.01
C -3.026 -2.130 -1.472 -0.83
N -3.124 -3.411 -1.902 -0.44
C -3.058 -4.444 -0.988 -0.42
C -2.826 -4.178 0.394 -0.45
H -2.116 -2.748 1.771 0.50
H -2.337 -0.848 0.177 0.31
H -3.164 -1.390 -2.246 0.93
H -3.251 -5.438 -1.363 0.39
H -2.781 -5.003 1.089 0.46
C 2.621 2.087 5.635 -0.31
C 2.460 2.373 4.314 0.10
C 2.550 3.729 3.957 -0.31
N 2.726 4.710 4.883 -0.58
C 2.812 4.377 6.173 -0.11
C 2.878 3.073 6.597 -0.55
H 2.577 1.029 5.851 0.35
H 2.264 1.550 3.642 0.35
H 2.406 4.066 2.941 0.39
H 2.907 5.098 6.971 0.34
H 2.817 2.817 7.645 0.36
Cl -1.637 4.099 -4.237 -0.18
C -0.654 2.580 -4.239 0.59
Cl 1.080 2.933 -3.962 -0.16
H -1.004 2.034 -3.363 -0.57
H -0.816 1.916 -5.088 0.31
Cl 1.676 -1.535 -2.808 0.01
C 0.191 -2.201 -3.528 0.07
Cl -0.050 -3.937 -3.070 -0.15
H -0.710 -1.639 -3.281 -0.27
H 0.277 -2.183 -4.615 0.39
Cl 1.474 2.076 0.935 -0.05
C 1.205 0.840 -0.339 -0.15
Cl -0.476 0.932 -0.947 0.02
H 1.801 0.936 -1.246 0.24
H 1.307 -0.140 0.126 -0.08
Cl 0.996 -5.484 1.862 -0.17
C 0.826 -4.753 0.275 -0.44
Cl 0.763 -2.992 0.355 0.08
H 1.736 -4.978 -0.281 0.36
H -0.072 -5.093 -0.238 0.16
```

- charge = 0
- energy (Eh) = -5080.0759
- HOMO energy (eV) = -9.4459